Record 1
Molecular formula: CHCl3N3
Method: DFT, ωB97M-V/def2-TZVPD

Results
LUMO energy	-7.66	eV
multiplicity	1
orbital gap	7.34	eV
total charge	+1

Each line ends with the Mulliken charge.
Element x y z (Å)
C 2.071 -0.389 0.031  0.7108
N 1.090 2.841 -0.068  -0.2405
N 1.131 1.733 -0.193  0.8149
N 1.123 0.519 -0.234  -0.4384
Cl 3.700 0.075 0.349  0.0381
Cl 1.571 -2.000 -0.283  0.0947
Cl -1.715 -0.706 0.432  -0.1869
H -0.438 -0.383 0.384  0.2072


Record 2
Molecular formula: C2HN2O5
Method: DFT, ωB97M-V/def2-TZVPD

Results
LUMO energy (spin up / spin down)	3.70 / 2.36	eV
multiplicity	3
orbital gap (spin up / spin down)	6.44 / 8.31	eV
⟨S²⟩	2.009
total charge	-1

Each line ends with the Mulliken spin population.
Element x y z (Å)
C -1.818 1.627 -0.999  0.0191
C 1.623 -1.004 1.192  0.0011
N 2.123 -1.114 2.238  -0.0040
N -0.240 -0.466 -1.866  1.0521
O -1.325 1.865 0.037  0.0504
O -0.254 -0.937 -0.752  0.5973
O -2.792 1.758 -1.665  0.0419
O 2.863 -1.415 3.120  0.0010
O -0.822 0.658 -2.015  0.2236
H 0.642 -0.972 0.711  0.0174